Entry 1:
{
  "formula": "C6H17N2",
  "method": "the ωB97M-V functional and the def2-TZVPD basis",
  "symbols": ["C", "N", "C", "C", "C", "C", "C", "N", "H", "H", "H", "H", "H", "H", "H", "H", "H", "H", "H", "H", "H", "H", "H", "H", "H"],
  "xyz": [[-1.743, 0.431, 0.930], [-0.535, -0.237, 0.805], [0.520, 0.484, 0.290], [1.865, -0.306, 0.202], [1.861, -1.301, -0.969], [3.077, 0.618, 0.106], [-2.325, 0.902, -0.481], [-2.301, -0.178, -1.451], [-1.544, 1.376, 1.484], [-2.553, -0.073, 1.486], [-1.737, -0.922, -1.077], [0.375, 0.851, -0.763], [0.809, 1.340, 0.943], [1.979, -0.849, 1.147], [2.542, -1.064, -1.787], [0.849, -1.263, -1.394], [1.945, -2.356, -0.700], [2.938, 1.348, -0.717], [3.274, 1.223, 0.996], [3.937, -0.024, -0.116], [-3.360, 1.261, -0.458], [-1.772, 1.788, -0.805], [-1.934, -1.833, 3.694], [-3.220, -0.542, -1.670], [-2.502, -2.308, 3.696]],
  "forces_ev_per_angstrom": [[-0.3, 0.3, 1.5], [-1.4, 0.5, -0.4], [3.3, -0.4, 0.0], [0.2, -0.6, 0.5], [-1.4, -0.1, -0.3], [-0.3, 0.6, -0.6], [-0.8, 0.2, -2.1], [0.1, 0.4, 1.3], [-0.1, 0.1, -0.5], [0.8, -0.5, -0.4], [0.0, -0.5, -0.7], [-0.7, 0.3, 0.7], [-0.9, 0.3, -0.3], [-0.2, -0.1, -0.1], [0.1, 0.1, 0.3], [0.1, -0.1, -0.3], [0.5, 0.2, 0.2], [0.2, -0.4, 0.1], [0.0, -0.3, 0.1], [0.0, 0.4, 0.1], [0.2, 0.0, 0.9], [0.6, -0.3, 0.1], [0.0, 0.0, 0.0], [0.1, 0.0, 0.0], [0.0, 0.0, 0.0]],
  "lumo_energy_ev": -8.3,
  "de_lowest_kcal_mol": 140.0,
  "energy_ha": -347.86770,
  "total_charge": 1,
  "largest_force_ev_per_a": 3.28,
  "homo_lumo_gap_ha": 0.2265
}



Entry 2:
{
  "formula": "C6H35N2O12",
  "method": "the ωB97M-V functional and the def2-TZVPD basis",
  "symbols": ["C", "C", "N", "C", "C", "N", "C", "C", "H", "H", "H", "H", "H", "H", "H", "H", "H", "H", "H", "O", "H", "H", "O", "H", "H", "O", "H", "H", "O", "H", "H", "O", "H", "H", "O", "H", "H", "O", "H", "H", "O", "H", "H", "O", "H", "H", "O", "H", "H", "O", "H", "H", "O", "H", "H"],
  "xyz": [[-0.943, -0.731, 2.767], [-0.908, 0.118, 1.459], [0.366, -0.043, 0.747], [1.532, 0.585, 1.059], [2.480, 0.274, 0.048], [1.804, -0.476, -0.867], [0.531, -0.692, -0.416], [2.277, -1.120, -2.063], [-1.568, -0.505, 3.631], [0.082, -0.636, 3.125], [-1.132, -1.769, 2.494], [-1.116, 1.180, 1.588], [-1.772, -0.202, 0.877], [1.570, 1.226, 1.927], [3.512, 0.497, -0.180], [-0.200, -1.372, -0.828], [2.376, -0.451, -2.918], [1.583, -1.886, -2.408], [3.240, -1.603, -1.898], [6.964, 4.749, -2.450], [6.188, 4.715, -3.009], [7.523, 5.412, -2.855], [-0.248, -6.039, -6.607], [-0.598, -6.259, -5.744], [-1.015, -6.018, -7.180], [-4.767, -3.543, -4.796], [-4.816, -2.705, -4.335], [-4.807, -4.201, -4.102], [7.737, 5.698, 1.778], [7.385, 5.307, 0.978], [7.669, 6.642, 1.633], [-1.192, -6.833, -1.838], [-2.065, -7.045, -1.508], [-0.637, -6.822, -1.058], [10.121, 2.312, 0.390], [9.742, 2.272, -0.488], [9.587, 2.958, 0.853], [-4.530, 5.967, 5.060], [-4.401, 6.266, 4.160], [-4.055, 6.602, 5.595], [-3.024, 3.303, 9.143], [-3.153, 3.659, 8.264], [-3.520, 3.888, 9.715], [-4.659, 0.429, -2.899], [-4.737, 1.264, -3.361], [-5.385, 0.431, -2.276], [-5.992, -4.470, 8.565], [-6.518, -3.899, 8.005], [-6.591, -4.745, 9.259], [-7.694, 0.717, 0.651], [-8.059, 0.699, 1.536], [-8.439, 0.527, 0.080], [4.512, -0.913, -9.831], [4.592, -1.724, -10.333], [5.167, -0.994, -9.138]],
  "forces_ev_per_angstrom": [[1.5, 0.1, -0.5], [-1.8, -0.2, 1.2], [-0.1, -0.3, -1.4], [1.9, 0.0, -1.1], [-1.7, 0.5, 1.1], [-2.6, -1.0, 1.1], [1.0, 0.4, 0.3], [0.7, -0.6, -1.3], [-0.4, 0.6, -0.6], [0.0, -0.5, 0.5], [0.1, 0.0, 0.1], [0.5, 0.0, 0.3], [0.5, -0.2, -0.7], [0.3, -0.1, -0.1], [-0.1, 0.3, 0.6], [0.1, 0.2, -0.3], [0.0, 0.4, 0.3], [-0.1, 0.0, 0.4], [-0.1, 0.1, 0.2], [0.0, -0.2, 0.3], [-0.2, 0.0, -0.1], [0.2, 0.2, -0.1], [0.2, 0.1, 0.0], [-0.1, -0.1, 0.2], [-0.2, 0.0, -0.2], [0.1, -0.1, -0.2], [0.0, 0.3, 0.1], [0.0, -0.2, 0.1], [0.1, -0.2, 0.2], [-0.1, -0.1, -0.3], [0.0, 0.3, 0.0], [0.1, 0.2, -0.2], [-0.2, -0.1, 0.0], [0.2, -0.1, 0.2], [0.1, -0.2, 0.1], [0.0, 0.0, -0.3], [-0.1, 0.2, 0.2], [-0.1, -0.3, 0.1], [0.0, 0.1, -0.2], [0.1, 0.2, 0.2], [0.2, -0.2, 0.0], [0.0, 0.1, -0.2], [-0.1, 0.1, 0.2], [0.3, -0.2, 0.0], [0.0, 0.2, -0.2], [-0.2, 0.0, 0.2], [0.2, 0.0, -0.1], [-0.1, 0.1, -0.1], [-0.1, -0.1, 0.2], [0.3, 0.0, -0.1], [-0.1, 0.0, 0.2], [-0.2, 0.0, -0.2], [-0.2, 0.2, 0.0], [0.0, -0.2, -0.2], [0.2, 0.0, 0.2]],
  "lumo_energy_ev": -3.0,
  "de_lowest_kcal_mol": 56.1,
  "energy_ha": -1261.70873,
  "total_charge": 1,
  "largest_force_ev_per_a": 2.99,
  "homo_lumo_gap_ha": 0.3626
}



Entry 3:
{
  "formula": "C16H29Al2BBr2CaClF9N3O9PS3",
  "method": "the ωB97M-V functional and the def2-TZVPD basis",
  "symbols": ["F", "C", "F", "F", "C", "C", "N", "C", "C", "C", "C", "C", "N", "H", "H", "H", "H", "H", "H", "H", "H", "Ca", "C", "S", "O", "C", "H", "H", "H", "H", "H", "H", "N", "S", "O", "O", "F", "S", "O", "O", "F", "O", "P", "O", "C", "C", "O", "C", "C", "O", "C", "C", "H", "H", "H", "H", "H", "H", "H", "H", "H", "H", "H", "H", "H", "H", "H", "Al", "Cl", "B", "F", "F", "F", "F", "Br", "Al", "Br"],
  "xyz": [[5.072, 3.115, -0.771], [4.473, 2.206, -1.580], [4.395, 1.054, -0.834], [5.242, 1.966, -2.629], [3.063, 2.611, -1.927], [2.779, 4.091, -1.826], [1.510, 4.417, -2.366], [0.576, 3.554, -1.849], [-0.058, 2.662, -2.714], [-0.929, 1.688, -2.256], [-1.115, 1.708, -0.877], [-0.490, 2.639, -0.097], [0.368, 3.579, -0.517], [2.456, 2.073, -1.258], [2.847, 2.334, -2.939], [3.553, 4.598, -2.434], [2.869, 4.490, -0.787], [0.181, 2.715, -3.750], [-1.408, 0.968, -2.960], [-1.763, 1.009, -0.408], [-0.694, 2.611, 0.959], [1.479, 0.947, -0.271], [-1.302, 7.827, -1.822], [-2.147, 8.372, -0.282], [-3.471, 8.859, -0.664], [-1.072, 9.807, -0.118], [-1.909, 6.896, -2.169], [-1.354, 8.585, -2.606], [-0.268, 7.565, -1.613], [-1.141, 10.433, -1.007], [-0.045, 9.480, 0.043], [-1.423, 10.359, 0.751], [4.297, -3.393, -1.804], [4.695, -4.824, -1.165], [3.665, -5.794, -1.276], [5.423, -4.728, 0.045], [5.745, -5.223, -2.246], [3.184, -2.656, -1.056], [2.638, -1.564, -1.822], [3.363, -2.374, 0.336], [1.951, -3.670, -1.057], [-1.244, -3.051, 1.045], [-1.322, -4.506, 1.274], [-1.731, -5.261, -0.048], [-0.817, -5.273, -1.188], [0.440, -6.077, -0.934], [-2.659, -4.731, 2.181], [-3.358, -3.596, 2.691], [-4.353, -3.027, 1.697], [-0.509, -5.764, 2.045], [0.481, -5.539, 2.946], [0.063, -4.835, 4.190], [-0.566, -4.246, -1.458], [-1.380, -5.703, -2.011], [1.072, -5.599, -0.176], [1.030, -6.159, -1.844], [0.191, -7.077, -0.578], [-2.644, -2.819, 2.976], [-3.854, -3.922, 3.607], [-3.947, -3.009, 0.687], [-4.564, -1.980, 2.001], [-5.285, -3.589, 1.653], [1.336, -5.073, 2.433], [0.943, -6.694, 3.326], [-0.244, -3.815, 3.918], [0.885, -4.766, 4.902], [-0.784, -5.327, 4.666], [4.730, 5.941, -1.349], [0.602, -8.079, 3.403], [-3.716, 1.625, 2.610], [-2.966, 2.762, 2.658], [-2.872, 0.446, 2.578], [-4.449, 1.436, 3.814], [-4.581, 1.589, 1.550], [-3.242, 0.458, -2.484], [-4.948, -0.853, 3.680], [-1.346, 5.257, -2.790]],
  "forces_ev_per_angstrom": [[0.2, 0.1, -0.3], [0.0, -1.0, 0.2], [0.1, 0.2, 0.0], [-0.1, 0.3, 0.4], [1.9, 0.8, -0.5], [-1.4, 1.3, 0.1], [0.4, -1.4, -0.3], [2.0, 2.8, 0.1], [-1.7, 0.4, -1.4], [0.6, -0.1, -0.5], [-0.1, -0.9, 0.6], [-0.3, 0.4, 0.8], [0.7, -1.3, 0.2], [0.3, 1.0, -0.5], [-0.2, -0.5, -0.5], [0.1, -0.1, -0.5], [0.6, -0.2, 0.4], [0.3, 0.1, -0.6], [1.1, 0.0, 0.6], [-0.6, -0.4, 0.3], [-0.2, 0.1, 0.6], [-1.3, -2.1, 0.5], [0.0, 0.0, -0.2], [0.3, -0.4, 0.1], [-0.4, 0.2, -0.2], [0.2, 0.1, -0.1], [-0.1, 0.8, 0.3], [-0.2, -0.1, -0.1], [0.0, -0.1, 0.1], [-0.1, 0.0, 0.0], [0.0, 0.0, 0.1], [-0.1, 0.0, 0.0], [-0.3, -0.1, 0.3], [1.1, -0.6, -0.5], [-0.5, -0.1, 0.0], [0.0, 0.3, 0.4], [-0.2, 0.3, 0.0], [-0.5, -0.2, -0.1], [-0.2, 1.4, -0.1], [-0.1, 0.3, 0.6], [-0.1, 0.1, 0.1], [2.7, -0.5, 0.9], [-6.0, -0.5, -1.4], [1.0, -0.1, 0.7], [0.4, 0.0, -0.6], [-0.2, 0.0, 0.6], [1.3, -0.3, -0.2], [-0.2, 0.4, 0.1], [0.0, -0.1, -0.1], [2.2, 0.9, 0.8], [-3.3, 4.1, -2.4], [0.3, -1.4, 1.1], [-0.1, 0.0, 0.1], [-0.2, 0.0, 0.1], [0.0, -0.1, -0.2], [0.0, 0.1, 0.0], [0.0, -0.1, -0.1], [0.1, 0.0, -0.1], [0.0, -0.2, -0.1], [0.2, 0.2, 0.0], [0.1, -0.7, -0.9], [0.0, 0.1, 0.2], [0.9, -1.3, 0.3], [0.8, -3.0, 0.7], [0.1, -0.1, -0.4], [0.0, 0.1, 0.0], [-0.1, 0.1, 0.0], [0.2, 0.3, 0.2], [0.5, 1.6, 0.0], [0.4, 0.2, -0.3], [0.3, 0.1, 0.0], [-0.1, -0.4, -0.1], [-0.7, -0.7, 0.7], [-0.2, -0.3, -0.2], [-1.7, -0.4, -0.3], [0.2, 1.7, 0.7], [-0.1, -0.8, -0.2]],
  "lumo_energy_ev": -10.0,
  "de_lowest_kcal_mol": 0.0,
  "energy_ha": -10698.00198,
  "total_charge": 2,
  "largest_force_ev_per_a": 6.15,
  "homo_lumo_gap_ha": 0.0774
}



Entry 4:
{
  "formula": "C4H11N4S",
  "method": "the ωB97M-V functional and the def2-TZVPD basis",
  "symbols": ["C", "C", "C", "C", "N", "N", "N", "N", "S", "H", "H", "H", "H", "H", "H", "H", "H", "H", "H", "H"],
  "xyz": [[-0.661, 0.143, -0.679], [0.565, -2.071, 0.515], [-2.855, 1.286, -1.230], [2.001, 1.746, 0.937], [0.054, 0.946, -0.147], [1.291, -3.113, 0.979], [-1.965, 0.161, -0.973], [1.335, 0.749, 0.162], [0.125, -1.794, -1.071], [0.126, -1.467, 1.322], [-2.211, 2.215, -1.594], [-3.759, 0.881, -1.712], [-3.377, 1.655, -0.331], [1.586, 1.671, 2.024], [2.892, 1.307, 0.960], [1.998, 2.761, 0.389], [1.630, -3.058, 1.922], [1.743, -3.708, 0.286], [-2.476, -0.685, -1.152], [1.956, 0.374, -0.606]],
  "forces_ev_per_angstrom": [[-2.6, -2.6, -0.8], [0.3, -1.4, 1.7], [0.7, 2.3, 0.8], [-3.8, 2.1, 0.8], [0.8, 1.7, 0.9], [-0.9, 1.9, -2.0], [-1.0, -0.5, -0.7], [1.8, -1.6, -1.2], [-0.2, 0.9, 0.1], [0.4, 0.1, -0.5], [-1.9, -2.1, 0.0], [0.9, 0.6, -1.1], [0.9, -0.1, 0.4], [0.6, 1.0, -2.0], [4.4, -0.8, 0.5], [0.0, -1.3, 1.5], [0.0, -0.4, 0.3], [0.0, 0.0, 0.5], [0.8, -0.5, 0.2], [-1.3, 0.7, 0.8]],
  "lumo_energy_ev": -4.4,
  "de_lowest_kcal_mol": 64.6,
  "energy_ha": -775.86336,
  "total_charge": 1,
  "largest_force_ev_per_a": 4.45,
  "homo_lumo_gap_ha": 0.2719
}



What is the formula in the second record?
C6H35N2O12



What is the formula in the third record?
C16H29Al2BBr2CaClF9N3O9PS3